(1)
12
Properties=species:S:1:pos:R:3:forces:R:3 method="wB97M-V/def2-TZVPD" total_charge=0 e_homo_ev=-10.22 de_lowest_kcal_mol=52.3 total_energy_ev=-10719.542 smiles="N#COC(N)=O.N" homo_lumo_gap_ev=10.7
O 0.92706 0.88918 -1.26892 -0.137 0.307 -0.240
O 1.58113 0.30633 0.75607 0.339 -0.326 2.984
N -1.70742 -1.28944 -0.20622 0.963 -0.321 0.941
N 2.56601 -1.58459 -0.36337 0.521 -1.043 0.131
N -0.03734 1.89040 0.55153 -0.132 -0.659 1.831
C 2.13709 -0.75446 0.29693 -0.116 0.403 -1.172
C 0.80487 1.01247 -0.08792 -1.714 1.117 -0.997
H -1.07757 -2.01071 0.19086 -0.980 0.541 -0.289
H -1.45571 -1.20402 -1.17364 -0.278 0.023 -0.407
H -0.56547 1.77327 1.47764 1.695 -0.234 -2.120
H -0.48370 2.47745 -0.10924 -0.568 0.399 -0.441
H -2.68895 -1.50588 -0.06372 0.407 -0.208 -0.222

---

(2)
13
Properties=species:S:1:pos:R:3:forces:R:3 method="wB97M-V/def2-TZVPD" total_charge=0 e_homo_ev=-9.97 de_lowest_kcal_mol=95.7 total_energy_ev=-21551.764 homo_lumo_gap_ev=10.4
S 3.16612 -0.44945 -0.19177 -0.891 0.423 0.495
O -0.42036 -0.24203 0.88617 1.192 -3.142 2.963
O -2.16972 -1.45610 -0.68749 0.310 0.910 0.717
N 1.49218 -0.63503 0.27542 2.412 -2.726 -0.178
N -0.00452 0.96908 -0.91664 2.181 2.157 -0.631
N -1.65216 0.30201 0.88029 -0.923 -1.714 -1.861
C -2.30237 -0.33808 -0.27439 0.037 0.461 1.136
C 0.42290 0.14761 -0.07309 -0.533 -1.019 1.055
H 1.14062 -1.65963 0.55696 1.365 3.305 -0.591
H -1.30009 1.19273 0.61745 -1.659 2.214 -0.705
H 0.80220 1.49389 -1.30886 -0.799 -0.781 -0.556
H -2.94650 0.41426 -0.63618 -1.526 0.652 -1.098
H 3.77169 0.26073 0.87211 -1.167 -0.741 -0.745

---

(3)
13
Properties=species:S:1:pos:R:3:forces:R:3 method="wB97M-V/def2-TZVPD" total_charge=0 e_homo_ev=-10.05 de_lowest_kcal_mol=151.2 total_energy_ev=-12761.046 homo_lumo_gap_ev=9.6
O -2.17685 1.44017 1.08408 3.789 -2.308 -0.325
O 1.34049 -1.88327 -1.53548 -1.622 1.862 0.621
O 0.86315 -0.81854 1.07312 2.465 2.915 -1.858
N -0.17348 -0.06306 1.58349 -2.497 1.815 0.817
N -0.48149 0.91373 -0.48969 -5.653 3.434 -0.811
N -0.39284 -0.24506 -1.33544 -0.945 -3.483 3.438
C -1.13910 0.81828 0.77850 2.686 -1.755 1.763
C 0.95695 -0.74731 -1.29817 2.012 -0.867 -2.303
H 1.80326 0.06230 -1.32336 -1.653 -0.474 0.319
H -1.43459 1.53584 -0.75310 3.422 -1.397 -1.322
H -1.01161 -1.07258 -0.78403 1.979 2.408 -2.415
H 1.89051 -0.14166 0.43075 -3.836 -1.788 2.783
H -0.04440 0.20118 2.56933 -0.147 -0.364 -0.706

---

(4)
12
Properties=species:S:1:pos:R:3:forces:R:3 method="wB97M-V/def2-TZVPD" total_charge=0 e_homo_ev=-9.68 de_lowest_kcal_mol=68.2 total_energy_ev=-19505.993 homo_lumo_gap_ev=10.0
S -1.34867 -0.11847 1.65704 0.681 0.154 -2.646
O 0.07707 -2.27037 0.50895 -2.361 1.940 2.526
N 1.29473 0.24965 0.37543 -0.971 1.109 0.279
N 0.42157 0.81804 -1.79630 2.109 2.364 1.431
N -1.16429 0.72365 0.08426 1.615 -2.704 -0.523
C 0.34991 0.53140 -0.40436 -2.767 0.435 -0.046
C -0.51950 -1.67944 1.41540 1.190 -1.168 0.656
H 2.12943 0.66448 -0.01779 0.628 -0.686 -0.122
H 1.47025 1.21851 -1.87448 -3.222 -1.067 -0.497
H -1.86485 0.24384 -0.58518 1.726 0.922 1.158
H -0.26114 1.60221 -1.91732 0.951 -0.709 -0.452
H -0.58450 -1.98350 2.55434 0.420 -0.590 -1.763

---

(5)
12
Properties=species:S:1:pos:R:3:forces:R:3 method="wB97M-V/def2-TZVPD" total_charge=0 e_homo_ev=-9.40 de_lowest_kcal_mol=86.4 total_energy_ev=-19505.202 homo_lumo_gap_ev=10.1
S 2.50107 -0.87430 -0.34121 -0.248 0.474 -0.035
O -0.28101 -0.44742 0.03619 -0.976 2.237 -0.635
N 1.71974 0.57629 0.19034 1.230 -0.859 -0.108
N -0.21351 1.87957 -0.26952 0.080 -0.278 0.587
N -1.64750 -0.13258 -0.34199 -0.284 -2.336 0.306
C -2.37999 -1.15389 -0.10186 1.182 0.177 0.829
C 0.37696 0.78728 -0.04725 -0.208 -0.625 -0.081
H -2.04029 -2.07240 0.43035 0.034 0.723 -0.592
H 2.36679 1.34804 0.08626 -0.633 0.135 0.070
H -3.42455 -1.07663 -0.31554 -0.416 0.244 -0.316
H 2.58857 -1.48230 0.84035 0.009 -0.110 0.274
H 0.43371 2.64833 -0.16612 0.232 0.216 -0.299

---

(6)
12
Properties=species:S:1:pos:R:3:forces:R:3 method="wB97M-V/def2-TZVPD" total_charge=0 e_homo_ev=-8.67 de_lowest_kcal_mol=50.4 total_energy_ev=-19506.763 smiles="[H]/N=C/NC(=S)NO" homo_lumo_gap_ev=9.2
S 1.95292 -1.67242 -0.81651 -0.538 0.563 0.113
O -0.66516 -1.33798 -2.16352 0.597 0.390 0.837
N -1.25267 1.23883 0.73053 -1.126 0.219 -0.826
N -0.45233 -0.55860 -1.03382 0.046 0.051 0.155
N 0.79493 0.17927 0.74500 -0.703 -0.520 -1.104
C 0.69211 -0.62667 -0.36847 -0.121 -0.843 -0.831
C -0.12718 1.02718 1.24312 -0.057 0.128 0.273
H -1.79439 1.95586 1.20129 0.144 -0.219 0.157
H -1.22836 0.00826 -0.67260 0.088 -0.069 -0.341
H 0.20269 1.47344 2.14108 0.458 0.717 1.061
H 1.64508 0.06518 1.20768 1.378 -0.105 0.880
H 0.23238 -1.75234 -2.21378 -0.166 -0.311 -0.374

---

(7)
12
Properties=species:S:1:pos:R:3:forces:R:3 method="wB97M-V/def2-TZVPD" total_charge=0 e_homo_ev="-9.50 / -8.87" de_lowest_kcal_mol=123.0 total_energy_ev=-19503.616 homo_lumo_gap_ev="8.1 / 8.0"
S 2.06838 0.05511 -0.83626 1.413 0.732 0.294
O 1.18944 1.91765 1.62761 0.888 0.307 -0.205
N -0.71922 0.81609 1.80940 -1.405 -4.313 -6.292
N -0.73840 -0.52409 -0.47896 1.828 1.705 1.202
N 0.83220 0.29681 0.06258 -4.294 -1.434 -0.355
C -0.30645 -1.09326 -1.63221 -0.389 -0.518 -1.320
C 0.45599 1.06856 1.19109 0.652 1.083 1.489
H -1.38616 0.10894 1.36721 1.585 1.500 0.886
H -0.96456 -1.95368 -1.86021 0.334 0.372 -0.130
H -0.23920 -0.36753 -2.52350 -0.061 -0.872 1.051
H -0.93308 1.08313 2.66907 -0.419 1.922 4.289
H 0.74106 -1.40774 -1.39583 -0.133 -0.483 -0.910

---

(8)
12
Properties=species:S:1:pos:R:3:forces:R:3 method="wB97M-V/def2-TZVPD" total_charge=0 e_homo_ev=-7.82 de_lowest_kcal_mol=57.5 total_energy_ev=-19506.458 smiles="N/C(O)=N/S.C#N" homo_lumo_gap_ev=8.6
S 2.00986 0.33764 0.91365 0.483 -0.096 0.121
O 0.83674 1.01410 -1.82941 -1.786 0.149 0.817
N 0.40273 0.47804 0.48818 -1.017 0.834 -1.247
N -1.22002 0.85230 -1.10965 -2.954 -0.341 1.102
N -1.05194 -1.56486 0.54910 -1.337 0.763 -1.694
C -0.72592 -2.28008 1.35602 0.766 -1.341 1.653
C 0.03230 0.75518 -0.71321 2.495 0.634 -0.749
H 1.82068 0.79303 2.16328 0.174 -0.014 -0.119
H -0.36124 -2.88950 2.14215 0.063 -0.203 0.156
H -1.54854 1.29919 -1.96788 0.624 -0.518 0.730
H -1.87112 0.51524 -0.38448 0.255 0.544 -1.034
H 1.67647 0.68971 -1.60776 2.234 -0.412 0.263